i) A molecular structure, C42H47BFN13O5S2Ti, computed with wB97M-V/def2-TZVPD.

Properties
- charge = +3
- <S²> = 0.78
- 2S+1 = 2
- frontier orbital gap (spin up / spin down) (eV) = 6.542 / 4.524
- LUMO (spin up / spin down) (eV) = -7.704 / -9.722

Cartesian coordinates (Å):
1 Ti 1.2932 1.5991 0.0958
2 C 0.5211 4.4691 -1.9091
3 C 1.3662 4.6355 -0.6921
4 C 1.8778 5.8247 -0.1969
5 C 2.6112 5.4840 0.9206
6 N 2.5586 4.1577 1.0851
7 N 1.7779 3.6198 0.0895
8 B 3.2200 3.1989 2.1062
9 N 4.0695 2.2139 1.2508
10 C 5.4046 2.1048 1.2424
11 C 5.7814 1.4886 0.0720
12 C 4.5954 1.2638 -0.6267
13 C 4.5065 0.7218 -2.0153
14 N 3.5517 1.7029 0.1003
15 N 2.0940 2.3646 2.8134
16 C 1.6340 2.5106 4.0521
17 C 0.6399 1.5733 4.2759
18 C 0.5203 0.8734 3.0895
19 C -0.4117 -0.2560 2.8168
20 N 1.4019 1.3621 2.1869
21 N 4.0621 3.8355 3.1617
22 C 4.6579 3.1837 4.2005
23 C 5.4486 4.0807 4.8602
24 C 5.2904 5.2925 4.1496
25 C 5.9185 6.6211 4.4441
26 N 4.4664 5.1422 3.1317
27 H 1.0133 4.9476 -2.7562
28 H -0.4451 4.9475 -1.7605
29 H 0.3394 3.4267 -2.1583
30 H 1.7355 6.8093 -0.6075
31 H 3.1836 6.0762 1.6143
32 H 5.9968 2.5086 2.0472
33 H 6.7812 1.2770 -0.2663
34 H 5.4643 0.8730 -2.5091
35 H 3.7521 1.2424 -2.6029
36 H 4.3041 -0.3515 -2.0367
37 H 2.0537 3.2590 4.7042
38 H 0.0851 1.4125 5.1842
39 H -0.6124 -0.7826 3.7488
40 H -0.0110 -0.9568 2.0878
41 H -1.3648 0.1154 2.4350
42 H 4.4766 2.1365 4.3862
43 H 6.0591 3.9058 5.7299
44 H 6.7080 6.5171 5.1854
45 H 5.1811 7.3216 4.8349
46 H 6.3487 7.0537 3.5426
47 C -6.4731 0.2242 -1.9520
48 C -5.9691 0.2553 -0.5206
49 N -4.5086 0.0313 -0.4336
50 C -3.7056 1.0958 -0.3949
51 C -2.3410 1.0328 -0.2995
52 C -1.6248 2.3227 -0.2324
53 O -2.0936 3.3691 -0.5733
54 O -0.3946 2.2051 0.3062
55 C -1.6745 -0.2281 -0.2665
56 O -0.4358 -0.3689 -0.1866
57 C -2.5591 -1.3915 -0.3429
58 C -2.0249 -2.6850 -0.3211
59 C -2.8426 -3.7718 -0.3742
60 F -2.2987 -5.0001 -0.2659
61 C -4.2430 -3.6599 -0.4916
62 C -4.7701 -2.3815 -0.5168
63 C -3.9517 -1.2469 -0.4219
64 N -5.0909 -4.7758 -0.5688
65 C -4.6565 -6.0660 -1.0740
66 C -5.8040 -6.7433 -1.8035
67 N -6.9878 -6.8729 -0.8746
68 C -7.4055 -5.5292 -0.3291
69 C -6.2087 -4.8925 0.3501
70 H -7.5539 0.3605 -1.9669
71 H -6.2380 -0.7217 -2.4421
72 H -6.0261 1.0277 -2.5374
73 H -6.4597 -0.4853 0.1068
74 H -6.1591 1.2202 -0.0556
75 H -4.1898 2.0645 -0.4274
76 H -0.9547 -2.8181 -0.2257
77 H -5.8329 -2.2658 -0.6640
78 H -4.2957 -6.7179 -0.2661
79 H -3.8427 -5.9522 -1.7833
80 H -5.5372 -7.7424 -2.1416
81 H -6.1452 -6.1475 -2.6480
82 H -6.7397 -7.4899 -0.0959
83 H -7.7703 -7.3204 -1.3561
84 H -8.2326 -5.6900 0.3592
85 H -7.7435 -4.9447 -1.1830
86 H -5.9244 -5.5020 1.2224
87 H -6.5056 -3.9199 0.7333
88 O 2.1647 -2.4902 -3.5526
89 C 1.7683 -1.4263 -4.2237
90 C 1.6934 -1.5523 -5.6179
91 C 1.3068 -0.4854 -6.3784
92 C 0.9666 0.7671 -5.7960
93 C 1.0253 0.9173 -4.4513
94 C 1.4293 -0.1656 -3.6101
95 C 1.5225 0.0555 -2.2254
96 O 1.2784 1.2369 -1.7199
97 N 1.9461 -0.9397 -1.4126
98 N 2.1314 -0.5310 -0.1774
99 C 2.5818 -1.4906 0.6453
100 S 2.5524 -3.1531 0.2277
101 C 3.6466 -3.6633 1.5823
102 C 3.3804 -2.7497 2.7600
103 S 3.2725 -1.0547 2.1349
104 H 2.2359 -2.2673 -2.5993
105 H 1.9610 -2.5025 -6.0582
106 H 1.2643 -0.5941 -7.4547
107 H 0.6693 1.5912 -6.4284
108 H 0.7778 1.8630 -3.9912
109 H 4.6750 -3.5892 1.2312
110 H 3.4208 -4.7020 1.8178
111 H 4.1943 -2.7761 3.4833
112 H 2.4436 -2.9837 3.2652

Results of the Löwdin charge analysis, in e, for atoms 1 through 6: number 1, Ti, carries 1.2325; number 2, C, carries -0.0008; number 3, C, carries -0.2764; number 4, C, carries 0.0276; number 5, C, carries -0.0017; number 6, N, carries 0.0622

=====

ii) A molecular structure, C42H47BFN13O5S2Ti, computed with wB97M-V/def2-TZVPD.

Properties
- charge = +3
- <S²> = 0.76
- 2S+1 = 2
- frontier orbital gap (spin up / spin down) (eV) = 6.741 / 5.757
- LUMO (spin up / spin down) (eV) = -7.087 / -8.070

Cartesian coordinates (Å):
1 Ti -1.8658 0.6493 -0.4943
2 C -0.8574 -0.4493 -3.8885
3 C -2.0906 0.3671 -3.7046
4 C -2.8677 0.9670 -4.6976
5 C -3.8869 1.6073 -4.0293
6 N -3.7477 1.3745 -2.7156
7 N -2.6242 0.6342 -2.5037
8 B -4.3906 2.1055 -1.5167
9 N -4.6705 1.0087 -0.4009
10 C -5.8255 0.8137 0.2385
11 C -5.6789 -0.2405 1.1261
12 C -4.3648 -0.6599 0.9815
13 C -3.6416 -1.7718 1.6623
14 N -3.7574 0.1021 0.0588
15 N -3.3328 3.1421 -1.0252
16 C -3.3609 4.4859 -1.0220
17 C -2.0836 4.9596 -0.8058
18 C -1.2835 3.8227 -0.6895
19 C 0.1782 3.7135 -0.4170
20 N -2.0359 2.7350 -0.8382
21 N -5.7115 2.7036 -1.8877
22 C -6.7005 2.0964 -2.6018
23 C -7.8442 2.8239 -2.4341
24 C -7.4796 3.8805 -1.5655
25 C -8.3367 4.9953 -1.0624
26 N -6.2055 3.7901 -1.2292
27 H -1.0647 -1.2934 -4.5454
28 H -0.4868 -0.8177 -2.9369
29 H -0.0809 0.1519 -4.3630
30 H -2.7065 0.9313 -5.7608
31 H -4.7036 2.2018 -4.4026
32 H -6.6835 1.4307 0.0242
33 H -6.4271 -0.6468 1.7840
34 H -4.0937 -1.9797 2.6301
35 H -2.5940 -1.5100 1.8146
36 H -3.6875 -2.6826 1.0623
37 H -4.2981 4.9969 -1.1596
38 H -1.7739 5.9886 -0.7449
39 H 0.4358 4.2190 0.5144
40 H 0.7553 4.1796 -1.2153
41 H 0.4891 2.6699 -0.3411
42 H -6.5209 1.1885 -3.1549
43 H -8.8099 2.6376 -2.8720
44 H -9.3886 4.7812 -1.2392
45 H -8.0937 5.9288 -1.5706
46 H -8.1868 5.1471 0.0056
47 C 6.4549 -5.9103 -2.1622
48 C 5.8087 -4.6368 -2.6805
49 N 4.3495 -4.6075 -2.4426
50 C 3.8795 -3.8849 -1.4380
51 C 2.5526 -3.8761 -1.0454
52 C 2.2015 -3.0232 0.0624
53 O 2.8556 -2.2502 0.6758
54 O -0.6803 -0.4339 -0.7215
55 C 1.5919 -4.7229 -1.7052
56 O 0.4233 -4.8102 -1.3314
57 C 2.1111 -5.4291 -2.8816
58 C 1.2373 -6.1766 -3.6660
59 C 1.7054 -6.8796 -4.7402
60 F 0.8302 -7.6110 -5.4431
61 C 3.0641 -6.8765 -5.1039
62 C 3.9242 -6.1067 -4.3255
63 C 3.4686 -5.3937 -3.2165
64 N 3.5753 -7.5893 -6.2041
65 C 2.6878 -8.1118 -7.2478
66 C 3.5436 -8.6464 -8.4031
67 N 4.8499 -7.9077 -8.4206
68 C 5.6827 -8.2651 -7.2127
69 C 4.7413 -8.4452 -6.0171
70 H 7.5296 -5.8674 -2.3345
71 H 6.0644 -6.8017 -2.6521
72 H 6.2917 -6.0162 -1.0898
73 H 5.9852 -4.4801 -3.7437
74 H 6.2216 -3.7698 -2.1696
75 H 4.6013 -3.2846 -0.8969
76 H 0.1884 -6.2239 -3.4040
77 H 4.9638 -6.0542 -4.6122
78 H 2.0433 -7.3075 -7.5981
79 H 2.0498 -8.9292 -6.9064
80 H 3.0492 -8.5130 -9.3620
81 H 3.7911 -9.6996 -8.2860
82 H 4.6583 -6.9046 -8.4039
83 H 5.3674 -8.1032 -9.2786
84 H 6.3943 -7.4553 -7.0670
85 H 6.2255 -9.1791 -7.4453
86 H 5.2690 -8.1894 -5.1030
87 H 4.4373 -9.4935 -5.9224
88 O -2.3133 3.4550 2.3450
89 C -1.4127 3.3528 3.3345
90 C -1.3264 4.3163 4.3373
91 C -0.3867 4.2001 5.3390
92 C 0.5027 3.1221 5.3711
93 C 0.4292 2.1695 4.3890
94 C -0.5291 2.2508 3.3537
95 C -0.6041 1.2091 2.3570
96 O -1.4214 1.1824 1.4297
97 N 0.3641 0.2083 2.4298
98 N 0.1037 -0.8385 1.7581
99 C 0.4917 -2.0248 1.9702
100 S 1.0429 -2.6734 3.4864
101 C 1.3924 -4.3265 2.8335
102 C 0.4501 -4.6276 1.6808
103 S 0.3269 -3.1702 0.6044
104 H -2.8410 4.2559 2.4586
105 H -2.0070 5.1595 4.3210
106 H -0.3367 4.9619 6.1059
107 H 1.2414 3.0468 6.1555
108 H 1.1218 1.3400 4.3912
109 H 1.2256 -5.0375 3.6413
110 H 2.4380 -4.3776 2.5323
111 H -0.5680 -4.8216 2.0171
112 H 0.7772 -5.4583 1.0640

Results of the Löwdin charge analysis, in e, for atoms 1 through 6: number 1, Ti, carries 1.0526; number 2, C, carries -0.0172; number 3, C, carries -0.2946; number 4, C, carries 0.0154; number 5, C, carries -0.0206; number 6, N, carries 0.0273

=====

Going by the energies, i) is most stable and the next is 200.6 kJ/mol up.